ORCA calculation (ωB97M-V/def2-TZVPD) on a 2-piece molecular cluster, C2H5O3 overall.

Output
Kohn-Sham gap, Eh: 0.3165
E_HOMO, eV: -4.41

```
! RIJCOSX wB97M-V def2-TZVPD def2/J DEFGRID3
* xyz -1 1
C -1.2912 -0.8391 1.2442
O -1.4864 0.2599 0.3712
H -2.2931 -1.1983 1.5240
H -0.8010 -1.6617 0.7104
H -0.7080 -0.5831 2.1281
O 2.6057 0.1769 -2.0730
C 1.8248 0.9094 -1.4611
O 0.9075 0.6113 -0.6494
H 1.9101 2.0134 -1.6150
H -0.6684 0.3114 -0.1794
*
```

ORCA calculation (ωB97M-V/def2-TZVPD) on a 2-piece molecular cluster, C4H12N2 overall.

Output
Kohn-Sham gap, Eh: 0.3695
E_HOMO, eV: -9.02

```
! RIJCOSX wB97M-V def2-TZVPD def2/J DEFGRID3
* xyz 0 1
C 0.3188 -3.1602 1.6366
N 1.3074 -2.7877 0.9487
C 1.7120 -1.3940 1.1005
H 0.0819 -4.2277 1.7433
H -0.4768 -2.4971 1.9764
H 1.1670 -0.7991 0.3474
H 1.4655 -0.8950 2.0364
H 2.7836 -1.2275 1.0299
C -0.6563 1.1015 -2.1192
N -1.5401 1.3866 -1.0045
C -0.8470 2.1358 0.0282
H -0.0382 1.9398 -2.5186
H -1.2982 0.8595 -2.9833
H 0.1246 0.3729 -1.9111
H -2.2981 2.0067 -1.2612
H -1.4294 2.1531 0.9633
H 0.2027 1.8667 0.2354
H -0.5795 3.1657 -0.2482
*
```

ORCA calculation (ωB97M-V/def2-TZVPD) on an isolated molecule of C21H29N3O4S2.

Output
Kohn-Sham gap, Eh: 0.3270
E_HOMO, eV: -8.56

```
! RIJCOSX wB97M-V def2-TZVPD def2/J DEFGRID3
* xyz 0 1
C -2.7459 2.4622 2.7386
O -2.6968 3.0670 1.4658
C -1.5076 3.1233 0.8248
C -1.5517 3.5566 -0.5053
C -0.4020 3.5871 -1.2648
C 0.8021 3.2066 -0.6975
S 2.2504 3.0389 -1.7352
O 2.0608 3.8395 -2.9098
O 3.4250 3.2370 -0.9366
N 2.2936 1.4546 -2.2514
C 1.2670 1.0176 -3.1612
C 0.0638 0.4050 -2.4400
C 0.5041 -0.7112 -1.4820
C -0.6994 -1.0925 -0.6277
O -1.1148 -0.3761 0.2630
N -1.3034 -2.2523 -0.9700
C -2.3575 -2.8107 -0.1617
C -1.8564 -3.6201 1.0916
C -0.3874 -3.4319 1.3487
C 0.2511 -2.8607 2.4020
C 1.6616 -2.9263 2.3079
C 2.0862 -3.5601 1.1892
S 0.7658 -4.0986 0.2273
N -2.6033 -3.3520 2.3046
C -2.8220 -1.9523 2.6262
C -3.8219 -4.1191 2.4289
C 1.6135 -0.2094 -0.5520
C 2.7526 0.4407 -1.3368
C 0.8717 2.8467 0.6326
C -0.2796 2.7975 1.3991
H -2.2085 3.0536 3.4866
H -2.3387 1.4476 2.7054
H -3.8010 2.4230 3.0045
H -2.5063 3.8380 -0.9206
H -0.4151 3.8981 -2.2975
H 1.7088 0.2765 -3.8387
H 0.9721 1.8904 -3.7443
H -0.4511 1.1716 -1.8598
H -0.6364 0.0062 -3.1770
H 0.8596 -1.5730 -2.0562
H -0.8528 -2.8619 -1.6337
H -2.9545 -1.9681 0.1890
H -2.9770 -3.4499 -0.7922
H -1.9944 -4.6857 0.8689
H -0.2603 -2.4180 3.2342
H 2.3255 -2.5159 3.0475
H 3.0876 -3.7532 0.8595
H -2.0307 -1.3373 2.2050
H -2.8235 -1.8430 3.7129
H -3.7859 -1.5811 2.2508
H -4.2254 -3.9617 3.4284
H -4.5926 -3.8333 1.6961
H -3.6018 -5.1793 2.3122
H 1.1694 0.5102 0.1361
H 2.0071 -1.0420 0.0351
H 3.2836 -0.3218 -1.9201
H 3.4636 0.9242 -0.6667
H 1.8345 2.6103 1.0590
H -0.2125 2.4932 2.4307
*
```

ORCA calculation (ωB97M-V/def2-TZVPD) on an isolated molecule of C5H10O.

Output
Kohn-Sham gap, Eh: 0.3804
E_HOMO, eV: -9.43

```
! RIJCOSX wB97M-V def2-TZVPD def2/J DEFGRID3
* xyz 0 1
C -1.0866 1.0975 -1.9080
C 0.2117 0.7138 -1.1996
C 0.0544 -0.5761 -0.3076
O -0.6559 -1.5007 -0.6380
C 0.5701 -0.2950 1.0574
C 0.5637 -1.2798 2.2364
H -0.8819 1.7050 -2.7949
H -1.6015 0.1848 -2.2139
H -1.7668 1.6767 -1.2679
H 0.6218 1.5968 -0.6725
H 0.9805 0.4230 -1.9139
H -0.2096 0.5178 0.8774
H 1.4585 0.3381 1.0544
H 1.4754 -1.9000 2.2734
H 0.5492 -0.7298 3.1851
H -0.2828 -1.9720 2.2321
*
```

ORCA calculation (ωB97M-V/def2-TZVPD) on an isolated molecule of CH3NO3.

Output
Kohn-Sham gap, Eh: 0.4069
E_HOMO, eV: -10.55

```
! RIJCOSX wB97M-V def2-TZVPD def2/J DEFGRID3
* xyz 0 1
H 2.7925 -0.3547 0.1231
N 2.0575 0.2549 -0.2146
C 0.9075 -0.0239 0.1907
O -0.1117 0.7270 -0.2378
O -1.4105 0.3630 0.5052
O -2.1902 -0.3736 -0.3187
H 0.6099 -0.8428 0.8651
H -2.6552 0.2501 -0.9131
*
```

ORCA calculation (ωB97M-V/def2-TZVPD) on C16H60N22NbO11 as an isolated structure.

Output
Kohn-Sham gap, Eh: 0.2096
E_HOMO, eV: -3.92

```
! RIJCOSX wB97M-V def2-TZVPD def2/J DEFGRID3
* xyz -1 1
C -1.2253 -6.4832 0.2091
C -0.4472 -5.3445 -0.5884
C -1.2423 -3.9733 -0.7770
C -2.1048 -3.4997 0.4899
C -1.8941 -1.9150 0.7729
Nb -4.3241 -3.9403 -0.0072
H -1.9304 -7.1078 -0.4199
H -0.4266 -7.2103 0.6072
H -1.7984 -6.1240 1.1165
H 0.5619 -5.1564 -0.1043
H -0.2522 -5.7594 -1.6426
H -0.4475 -3.1619 -0.9582
H -1.9126 -3.9524 -1.7000
H -1.8331 -4.0179 1.4657
H -2.8729 -1.3418 0.8178
H -1.4128 -1.7921 1.8104
H -1.1920 -1.4178 0.0328
H -3.8802 -4.9789 -1.4601
H -4.4454 -2.4807 -1.1230
H -4.9269 -2.9517 1.3904
H -4.1927 -5.4498 1.0069
H -6.0543 -4.3922 -0.3350
C -3.7671 1.6648 0.0797
O -3.0721 0.8933 -0.5637
N -3.2915 2.3263 1.1627
N -5.0618 1.9135 -0.2259
H -3.8388 2.9573 1.7212
H -2.3311 2.1560 1.4181
H -5.4478 1.4270 -1.0193
H -5.6467 2.5471 0.2924
C -0.0476 -0.1149 -2.5136
O 0.2280 -0.6344 -1.4407
N 0.6020 -0.4321 -3.6617
N -1.0249 0.8094 -2.6316
H 0.3887 -0.0318 -4.5555
H 1.3338 -1.1213 -3.5990
H -1.5276 1.0465 -1.7856
H -1.2756 1.2590 -3.4933
C 2.7385 2.2222 -0.5789
O 3.2198 1.9842 -1.6825
N 3.1936 3.2364 0.1958
N 1.7285 1.5081 -0.0365
H 2.8223 3.4555 1.1021
H 3.9476 3.7935 -0.1713
H 1.3492 0.7226 -0.5601
H 1.3385 1.7085 0.8668
C 4.2825 -1.5365 0.1906
O 4.0072 -1.2749 1.3530
N 4.9235 -2.6740 -0.1711
N 3.9752 -0.7127 -0.8374
H 5.1588 -2.9050 -1.1189
H 5.1738 -3.3144 0.5648
H 3.4978 0.1473 -0.6125
H 4.1978 -0.9096 -1.7964
C -6.6141 5.0890 -0.6079
O -6.7297 4.4030 0.3981
N -5.6106 4.9101 -1.4991
N -7.4822 6.0805 -0.9162
H -5.4971 5.4599 -2.3315
H -4.9515 4.1716 -1.3062
H -8.2426 6.2407 -0.2760
H -7.4064 6.6542 -1.7361
C 7.5927 0.6068 -2.1994
O 6.8437 -0.0056 -2.9454
N 7.1402 1.4044 -1.2048
N 8.9428 0.5376 -2.3057
H 7.7394 1.9140 -0.5817
H 6.1399 1.4789 -1.0935
H 9.3167 -0.0462 -3.0354
H 9.5766 1.0309 -1.7039
C -2.3431 2.0285 4.5141
O -1.7838 2.7269 3.6768
N -2.5800 2.4569 5.7774
N -2.7679 0.7738 4.2471
H -3.0353 1.9018 6.4785
H -2.2761 3.3874 6.0120
H -2.6076 0.4190 3.3165
H -3.2263 0.1834 4.9174
C 8.4556 -4.4266 -0.3980
O 8.2672 -3.9402 0.7055
N 8.8419 -5.7142 -0.5725
N 8.2940 -3.7224 -1.5438
H 9.0015 -6.1332 -1.4703
H 8.9715 -6.2706 0.2564
H 8.0057 -2.7603 -1.4556
H 8.4433 -4.1038 -2.4600
C 1.3789 4.0853 -4.6916
O 1.3167 5.1244 -5.3337
N 2.0445 3.9837 -3.5203
N 0.7853 2.9395 -5.1008
H 2.1077 3.1354 -2.9743
H 2.5018 4.8140 -3.1828
H 0.2786 2.9674 -5.9704
H 0.8305 2.0808 -4.5855
C -3.2388 -3.8733 4.9354
O -3.0484 -2.7665 4.4555
N -3.5001 -4.0571 6.2553
N -3.2064 -5.0104 4.2025
H -3.6599 -4.9552 6.6731
H -3.5327 -3.2357 6.8353
H -3.0171 -4.9224 3.2142
H -3.3602 -5.9241 4.5871
C -2.1252 6.5877 0.8517
O -2.2366 7.6147 0.1977
N -1.3781 6.5176 1.9800
N -2.7378 5.4314 0.5079
H -1.2748 5.6833 2.5311
H -0.9057 7.3575 2.2704
H -3.3031 5.4412 -0.3239
H -2.6576 4.5792 1.0332
*
```

ORCA calculation (ωB97M-V/def2-TZVPD) on C12H7N2O5STi as an isolated structure.

Output
Kohn-Sham gap (alpha / beta), Eh: 0.1754 / 0.1697
E_HOMO (alpha / beta), eV: -19.67 / -19.66

```
! RIJCOSX wB97M-V def2-TZVPD def2/J DEFGRID3
* xyz 3 1
O 0.4162 4.1284 -5.3514
C 0.7837 3.1533 -4.8933
Ti -1.0000 0.3239 -1.1760
O -0.3883 3.3524 -0.6074
C -0.4395 2.2832 -1.0599
C 0.6287 -0.9316 -2.0892
O 0.6565 -2.0294 -2.6419
C 1.7159 -0.0115 -1.8801
O 2.7859 -0.0953 -2.3261
C -3.0838 0.8037 -1.4252
O -4.1999 0.8046 -1.6516
H -1.5267 0.0770 -2.5803
N -1.8257 -2.2039 -0.8019
C -1.1522 -1.8604 0.3517
N -0.2949 -0.8323 0.2717
C 0.3472 -0.3456 1.4230
C 1.3360 0.6413 1.4513
C 1.9864 0.7808 2.6858
C 1.5557 0.0445 3.7938
C 0.5055 -0.8688 3.7208
C -0.0808 -1.1094 2.4899
S -1.3637 -2.2809 1.9622
H -2.6194 -2.8295 -0.6364
H -1.3019 -2.5212 -1.6227
H 1.5491 1.2554 0.5571
H 2.8186 1.4819 2.7441
H 2.0620 0.2023 4.7292
H 0.1293 -1.4128 4.5630
*
```

ORCA calculation (ωB97M-V/def2-TZVPD) on an isolated ion of composition C8H9BrNO and charge +1.

Output
Kohn-Sham gap (alpha / beta), Eh: 0.2950 / 0.2238
E_HOMO (alpha / beta), eV: -11.89 / -11.69

```
! RIJCOSX wB97M-V def2-TZVPD def2/J DEFGRID3
* xyz 1 1
C 1.2773 1.9439 -1.1672
C 0.6571 2.3964 -0.0364
C 1.3188 0.6896 -1.5178
C -0.2676 1.5586 0.5705
C 0.6012 -0.2853 -0.6889
C -1.2654 -0.5369 0.9637
C 1.1887 -1.5567 -0.4869
C -2.7467 -0.2662 0.9169
N -0.4129 0.2618 0.1260
O 2.1090 -1.9582 -1.2464
Br -3.7622 -0.3056 -0.5973
H 1.9425 2.6796 -1.6283
H 0.6072 3.4193 0.1672
H 2.1350 0.2490 -2.1342
H -0.8164 1.8714 1.3537
H -0.9235 -0.3933 1.9285
H -1.0684 -1.5612 0.6808
H 0.7648 -2.2404 0.1830
H -3.2854 -0.0565 1.9164
H 2.5716 -2.8416 -1.1134
*
```